# 1
{
  "formula": "C22H18CoINOPS4",
  "method": "ωB97M-V/def2-TZVPD",
  "spin_multiplicity": 4,
  "e_above_lowest_kj_mol": 21.02,
  "homo_lumo_gap_ev": [6.47, 6.67],
  "total_charge": -1,
  "homo_energy_ev": [-3.97, -4.17],
  "elements": ["Co", "O", "C", "S", "C", "C", "S", "S", "S", "N", "C", "C", "C", "C", "C", "C", "P", "C", "C", "C", "C", "C", "C", "C", "C", "C", "C", "C", "C", "H", "H", "H", "H", "H", "H", "H", "H", "H", "H", "H", "H", "H", "H", "H", "H", "I", "C", "H", "H"],
  "xyz": [[1.7493, -1.3023, 0.8674], [-2.3886, -5.3601, 4.2903], [-1.6092, -4.6534, 3.6991], [-0.7933, -5.1144, 2.2005], [0.1548, -3.6497, 1.9989], [0.0184, -2.7067, 2.9489], [0.8071, -1.1389, 3.0029], [-1.0864, -3.0663, 4.2627], [1.1789, -3.5531, 0.5679], [0.7677, -1.9449, -2.3634], [0.4110, -0.7324, -2.8746], [0.3620, -0.5510, -4.2690], [-0.0115, 0.6543, -4.8161], [-0.3617, 1.7329, -4.0020], [-0.2932, 1.5691, -2.6338], [0.1100, 0.3662, -2.0489], [0.2489, 0.1912, -0.2527], [0.8255, 1.8142, 0.3355], [1.7399, 2.5616, -0.4033], [2.2911, 3.7169, 0.1275], [1.9444, 4.1320, 1.4056], [1.0473, 3.3825, 2.1517], [0.4903, 2.2274, 1.6240], [-1.4698, 0.0480, 0.3217], [-2.3443, 1.1325, 0.3323], [-3.6540, 0.9684, 0.7525], [-4.1014, -0.2832, 1.1576], [-3.2392, -1.3678, 1.1346], [-1.9260, -1.2049, 0.7161], [1.0100, -2.6912, -2.9890], [0.5627, -2.2196, -1.4120], [0.6181, -1.3859, -4.9095], [-0.0426, 0.7558, -5.8936], [-0.6690, 2.6777, -4.4282], [-0.5379, 2.4061, -1.9891], [2.0268, 2.2393, -1.3966], [2.9996, 4.2880, -0.4590], [2.3813, 5.0303, 1.8220], [0.7822, 3.6868, 3.1561], [-0.1869, 1.6323, 2.2219], [-2.0004, 2.1140, 0.0284], [-4.3248, 1.8184, 0.7681], [-5.1213, -0.4091, 1.4968], [-3.5741, -2.3446, 1.4587], [-1.2518, -2.0513, 0.7146], [4.5731, -1.7357, -1.0725], [3.6861, -0.7948, 0.6576], [3.9090, 0.2617, 0.4987], [4.2921, -1.1461, 1.4929]],
  "lowdin_charge": [0.02, -0.10, -1.05, 0.92, -1.16, -1.17, 0.51, 0.92, 0.50, 0.11, -0.32, -0.04, -0.10, -0.11, -0.11, -0.29, 1.05, -0.36, -0.10, -0.09, -0.10, -0.08, -0.10, -0.34, -0.09, -0.09, -0.09, -0.06, -0.09, 0.10, -0.03, 0.11, 0.10, 0.09, 0.10, 0.11, 0.10, 0.10, 0.10, 0.09, 0.10, 0.10, 0.10, 0.11, 0.06, 0.51, -0.79, -0.07, -0.06]
}

=====

# 2
{
  "formula": "C22H18F42N8O28S14",
  "method": "ωB97M-V/def2-TZVPD",
  "spin_multiplicity": 2,
  "homo_lumo_gap_ev": [8.15, 3.81],
  "total_charge": -5,
  "homo_energy_ev": [-0.97, -0.97],
  "elements": ["C", "C", "C", "N", "C", "C", "C", "C", "C", "H", "H", "H", "H", "H", "H", "H", "H", "H", "H", "H", "H", "H", "H", "H", "H", "H", "H", "C", "F", "F", "F", "S", "O", "O", "N", "S", "O", "O", "C", "F", "F", "F", "C", "F", "F", "F", "S", "O", "O", "N", "S", "O", "O", "C", "F", "F", "F", "C", "F", "F", "F", "S", "O", "O", "N", "S", "O", "O", "C", "F", "F", "F", "C", "F", "F", "F", "S", "O", "O", "N", "S", "O", "O", "C", "F", "F", "F", "C", "F", "F", "F", "S", "O", "O", "N", "S", "O", "O", "C", "F", "F", "F", "C", "F", "F", "F", "S", "O", "O", "N", "S", "O", "O", "C", "F", "F", "F", "C", "F", "F", "F", "S", "O", "O", "N", "S", "O", "O", "C", "F", "F", "F"],
  "xyz": [[17.0909, 5.0662, -14.6692], [18.2592, 5.6908, -15.3428], [18.8823, 4.6474, -16.3686], [19.6892, 5.3057, -17.5252], [20.6785, 6.3145, -16.9230], [20.2399, 4.1599, -18.4646], [19.1402, 3.8326, -19.3922], [18.2156, 5.0606, -19.5320], [18.8212, 6.0406, -18.5418], [16.3932, 4.6948, -15.4197], [16.3971, 5.7562, -14.1889], [17.2810, 4.2851, -13.9331], [19.0368, 6.0714, -14.6805], [17.8877, 6.6172, -15.7808], [18.1060, 4.1789, -16.9735], [19.2547, 3.8524, -15.7225], [21.3326, 6.5019, -17.7746], [21.1612, 5.7887, -16.0991], [20.2551, 7.2272, -16.5038], [21.0160, 4.6711, -19.0342], [20.8545, 3.3587, -18.0543], [19.4252, 3.6519, -20.4286], [18.6283, 2.9072, -19.1281], [18.0100, 5.4913, -20.5120], [17.2953, 4.6951, -19.0764], [19.5865, 6.5795, -19.1004], [18.1352, 6.6821, -17.9885], [24.3496, 5.4300, -14.4901], [25.2228, 6.2938, -13.8747], [24.3856, 4.1673, -14.0389], [23.1248, 5.9439, -14.1583], [24.4718, 5.4178, -16.4491], [25.8579, 5.1941, -16.8189], [23.5920, 4.3485, -16.8415], [23.9198, 6.9749, -16.8448], [24.7905, 7.4680, -18.0681], [26.0537, 8.0568, -17.6604], [24.7609, 6.6062, -19.2071], [23.7359, 9.1696, -18.4018], [22.4382, 9.0590, -18.4763], [24.1677, 10.0324, -17.5614], [24.1190, 9.6547, -19.6094], [20.2270, 7.7669, -5.7642], [18.9140, 7.3202, -5.7348], [20.3444, 8.8328, -5.0474], [21.0168, 6.9250, -5.1915], [20.5833, 8.2169, -7.6001], [19.6870, 9.3355, -7.8415], [22.0045, 8.4676, -7.5749], [20.1455, 6.7208, -8.4749], [19.6554, 7.3433, -9.7852], [18.2906, 7.7895, -9.7014], [20.6210, 8.2276, -10.4848], [19.7181, 5.8182, -11.0640], [18.9349, 6.0396, -12.1322], [20.9682, 5.8076, -11.4730], [19.4748, 4.6937, -10.3183], [18.0503, 0.9976, -22.0934], [17.5945, -0.2414, -21.9751], [16.9611, 1.8180, -22.0662], [18.8782, 1.1352, -21.0722], [19.0871, 1.2557, -23.7790], [19.6381, -0.0399, -24.0517], [18.1380, 1.7413, -24.7708], [19.9122, 2.6850, -23.2643], [21.3932, 2.2591, -23.2836], [21.6707, 1.0837, -22.4326], [21.8878, 2.2096, -24.6098], [22.3033, 3.8385, -22.4753], [23.5681, 3.7830, -22.8338], [21.8010, 4.9765, -22.9287], [22.1711, 3.7960, -21.0933], [18.2282, -0.1914, -18.1471], [19.4364, 0.1580, -18.5425], [17.2377, 0.4549, -18.8308], [18.0068, -1.4879, -18.0777], [18.3155, 0.2980, -16.2208], [18.8680, -0.8149, -15.4604], [18.9338, 1.5929, -16.1236], [16.7542, -0.0606, -15.4927], [16.0159, 1.3158, -15.7720], [16.0025, 1.9980, -14.5549], [16.3175, 2.1681, -16.9376], [14.1951, 0.7111, -16.0181], [13.9346, 0.3275, -17.2098], [13.9672, -0.4404, -15.2408], [13.2883, 1.6808, -15.8177], [13.5497, 5.8280, -18.5277], [13.8912, 6.3971, -19.6818], [12.1913, 5.6796, -18.3744], [13.9586, 4.6046, -18.3992], [14.2589, 6.9995, -17.0925], [14.2171, 6.2354, -15.8314], [15.6407, 7.2663, -17.4887], [13.2170, 8.3346, -17.2587], [13.8246, 9.1839, -16.1452], [13.6919, 8.7488, -14.7859], [15.1666, 9.8094, -16.5318], [12.6038, 10.7145, -16.3636], [13.1820, 11.7709, -15.8658], [12.2277, 10.9073, -17.6173], [11.4716, 10.5047, -15.7590], [19.6671, 8.7384, -23.0649], [20.0462, 9.9778, -23.3419], [20.7052, 7.9733, -23.3355], [19.2886, 8.7028, -21.8090], [18.1208, 8.1879, -24.1517], [17.2821, 9.3682, -24.2334], [18.7845, 7.6382, -25.3217], [17.3523, 6.8021, -23.2874], [15.8557, 7.1725, -23.3306], [15.3946, 8.0105, -22.1966], [15.2856, 7.5530, -24.6353], [15.0166, 5.4017, -22.8886], [15.5319, 4.4496, -23.6481], [15.2815, 5.0589, -21.6083], [13.6822, 5.4763, -22.9828], [19.1788, 1.4681, -12.2377], [19.9983, 1.4408, -13.3215], [19.8193, 1.9185, -11.1544], [18.1921, 2.2482, -12.6759], [18.4420, -0.2755, -11.7106], [19.1092, -1.3721, -12.4228], [18.5167, -0.3672, -10.2686], [16.8874, -0.5032, -12.4350], [15.9946, 0.2920, -11.4402], [16.5681, 1.3770, -10.6806], [14.6984, 0.5652, -12.1198], [15.4784, -1.0474, -10.1077], [14.1142, -0.9808, -9.9422], [16.0206, -2.1931, -10.3994], [15.9146, -0.6765, -8.8490]],
  "lowdin_charge": [-0.11, -0.21, -0.07, -0.20, 0.02, -0.07, -0.17, -0.10, -0.09, 0.06, 0.09, 0.06, 0.09, 0.10, 0.10, 0.12, 0.08, 0.09, 0.11, 0.11, 0.14, 0.10, 0.09, 0.12, 0.11, 0.13, 0.12, -0.56, 0.09, 0.12, 0.08, 0.63, -0.33, -0.31, -0.31, 0.56, -0.34, -0.31, -0.69, 0.16, 0.17, 0.08, -0.71, 0.07, 0.15, 0.17, 0.69, -0.32, -0.32, -0.29, 0.52, -0.33, -0.36, -0.59, 0.13, 0.12, 0.08, -0.62, 0.12, 0.11, 0.11, 0.67, -0.31, -0.33, -0.29, 0.51, -0.35, -0.32, -0.60, 0.14, 0.14, 0.08, -0.59, 0.18, 0.13, 0.16, 0.74, -0.29, -0.26, -0.06, 0.57, -0.16, -0.24, -0.60, 0.17, 0.07, 0.15, -0.63, 0.14, 0.07, 0.16, 0.68, -0.33, -0.33, -0.29, 0.55, -0.30, -0.36, -0.73, 0.14, 0.12, 0.13, -0.68, 0.13, 0.14, 0.15, 0.71, -0.34, -0.33, -0.29, 0.54, -0.35, -0.37, -0.62, 0.13, 0.09, 0.11, -0.58, 0.11, 0.14, 0.11, 0.68, -0.36, -0.32, -0.28, 0.55, -0.31, -0.35, -0.59, 0.06, 0.15, 0.06]
}

=====

# 3
{
  "formula": "C22H18F5HgN4O5Se",
  "method": "ωB97M-V/def2-TZVPD",
  "spin_multiplicity": 2,
  "e_above_lowest_kj_mol": 337.85,
  "homo_lumo_gap_ev": [5.72, 5.80],
  "total_charge": -2,
  "homo_energy_ev": [-1.64, -1.73],
  "elements": ["Hg", "C", "C", "N", "C", "C", "C", "C", "C", "C", "C", "N", "C", "C", "N", "N", "H", "H", "H", "H", "H", "H", "H", "H", "H", "H", "H", "H", "H", "H", "H", "H", "H", "H", "O", "C", "C", "O", "C", "C", "O", "C", "O", "O", "F", "C", "C", "F", "C", "F", "C", "Se", "C", "F", "C", "F"],
  "xyz": [[-0.0036, -0.7750, -0.5317], [-1.1108, -0.1173, 2.8157], [-1.4600, 1.2326, 2.1985], [-1.5976, 1.1166, 0.7589], [-1.4789, 2.3694, 0.0476], [-0.0371, 2.8700, 0.0870], [0.2883, 4.1973, -0.1558], [1.6275, 4.5626, -0.1426], [2.5951, 3.6030, 0.1056], [2.1813, 2.2926, 0.3235], [3.2019, 1.1664, 0.5061], [2.6297, -0.1365, 0.7408], [2.5826, -0.6134, 2.1092], [1.3496, -0.1284, 2.8713], [0.1343, -0.6311, 2.2700], [0.9022, 1.9607, 0.3362], [-1.9009, -0.8286, 2.5687], [-1.0721, -0.0065, 3.9109], [-0.6491, 1.9369, 2.4005], [-2.3646, 1.6290, 2.6785], [-2.4106, 0.5726, 0.4943], [-2.1337, 3.1610, 0.4400], [-1.7500, 2.1962, -0.9942], [-0.4902, 4.9239, -0.3651], [1.9158, 5.5899, -0.3360], [3.6507, 3.8575, 0.1062], [3.8816, 1.4569, 1.3186], [3.7953, 1.1327, -0.4102], [2.9515, -0.8359, 0.0932], [3.4732, -0.2907, 2.6683], [2.5739, -1.7051, 2.0887], [1.3293, 0.9657, 2.8483], [1.4470, -0.4361, 3.9246], [0.1342, -1.6442, 2.2673], [-1.8108, -6.5101, 1.4156], [-1.4095, -5.3726, 1.3394], [0.0219, -4.9252, 1.1796], [1.0158, -5.5687, 1.4678], [-0.0548, -3.5509, 0.6708], [-1.3977, -3.0788, 0.7697], [-1.7564, -1.8998, 0.4432], [-2.2389, -4.1129, 1.3792], [-3.3467, -3.9896, 1.8724], [0.9035, -2.8306, 0.2555], [-2.8604, -0.6300, -5.8048], [-2.1518, -0.6555, -4.6233], [-1.3701, -1.8402, -4.2966], [-1.2572, -2.1858, -2.9566], [-0.4726, -0.8342, -4.8008], [-0.0062, -0.9398, -6.1001], [0.0681, 0.3138, -4.0499], [1.1370, 0.3507, -2.5042], [-1.1717, 1.0248, -4.2479], [-1.2573, 1.8398, -5.3298], [-2.3968, 0.5198, -3.7480], [-2.3738, 0.2314, -2.3740]],
  "lowdin_charge": [0.99, -0.21, -0.22, -0.10, -0.17, -0.27, -0.03, -0.08, -0.04, -0.28, -0.18, -0.08, -0.21, -0.22, -0.08, 0.11, 0.11, 0.11, 0.10, 0.11, 0.11, 0.11, 0.11, 0.11, 0.10, 0.10, 0.11, 0.12, 0.10, 0.10, 0.12, 0.10, 0.11, 0.09, 0.08, -0.29, -0.32, 0.05, -0.35, -0.33, -0.13, -0.31, 0.05, -0.13, 0.03, -0.28, -0.13, -0.07, -0.34, 0.03, -0.53, 0.60, -0.29, 0.06, -0.15, -0.09]
}

=====

# 4
{
  "formula": "C22H18InN2PSe7Te",
  "method": "ωB97M-V/def2-TZVPD",
  "e_above_lowest_kj_mol": 120.21,
  "homo_lumo_gap_ev": 5.62,
  "total_charge": 0,
  "homo_energy_ev": -6.82,
  "elements": ["In", "Se", "Se", "C", "C", "C", "C", "C", "N", "C", "C", "C", "C", "C", "N", "H", "H", "H", "H", "H", "H", "H", "H", "Se", "P", "Se", "C", "C", "C", "C", "C", "C", "C", "C", "C", "C", "C", "C", "H", "H", "H", "H", "H", "H", "H", "H", "H", "H", "Se", "Se", "Te", "Se"],
  "xyz": [[-0.3289, -0.4446, 0.1177], [2.5323, 2.9486, -1.2330], [2.9818, 0.8051, -1.9951], [3.3033, -0.0942, -0.3255], [4.5477, -0.6929, -0.1682], [4.7976, -1.4021, 0.9944], [3.8147, -1.4557, 1.9680], [2.6085, -0.8246, 1.7189], [2.3428, -0.1753, 0.5863], [0.6666, 3.0801, -1.7092], [0.3139, 3.9548, -2.7300], [-1.0309, 4.1155, -3.0247], [-1.9657, 3.4024, -2.2942], [-1.5111, 2.5490, -1.3025], [-0.2215, 2.3852, -1.0134], [5.2980, -0.5897, -0.9392], [5.7535, -1.8866, 1.1450], [3.9700, -1.9769, 2.9017], [1.8071, -0.8445, 2.4504], [1.0797, 4.4875, -3.2748], [-1.3412, 4.7867, -3.8147], [-3.0251, 3.4975, -2.4865], [-2.2081, 1.9676, -0.7054], [0.8698, -2.9666, -0.7957], [0.2957, -2.2918, -2.7635], [-0.8008, -0.4312, -2.7374], [1.7836, -2.1102, -3.8030], [2.8879, -2.9285, -3.5742], [4.0108, -2.8255, -4.3801], [4.0400, -1.9038, -5.4183], [2.9424, -1.0892, -5.6502], [1.8174, -1.1896, -4.8442], [-0.6501, -3.5965, -3.6075], [-1.7729, -3.2955, -4.3675], [-2.4448, -4.3044, -5.0452], [-1.9985, -5.6132, -4.9647], [-0.8774, -5.9184, -4.2027], [-0.2074, -4.9158, -3.5237], [2.8775, -3.6294, -2.7485], [4.8653, -3.4631, -4.1940], [4.9207, -1.8180, -6.0414], [2.9624, -0.3656, -6.4547], [0.9653, -0.5427, -5.0133], [-2.1223, -2.2722, -4.4237], [-3.3199, -4.0633, -5.6342], [-2.5267, -6.3994, -5.4884], [-0.5289, -6.9404, -4.1322], [0.6526, -5.1603, -2.9124], [-0.5198, 2.2079, 2.2052], [-0.8712, 3.6215, 4.1241], [-0.7335, 1.5914, 5.6484], [-0.6863, 0.2021, 3.4660]],
  "lowdin_charge": [0.38, 0.68, 0.66, -0.67, -0.10, -0.05, -0.04, -0.17, -0.04, -0.68, -0.10, -0.06, -0.05, -0.23, -0.05, 0.10, 0.11, 0.11, 0.05, 0.10, 0.11, 0.11, 0.09, 0.27, 0.15, 0.28, -0.42, -0.12, -0.08, -0.08, -0.08, -0.13, -0.39, -0.11, -0.08, -0.08, -0.08, -0.10, 0.07, 0.10, 0.10, 0.11, 0.07, 0.06, 0.10, 0.10, 0.10, 0.08, -0.10, -0.14, 0.32, -0.19]
}